# 1
25
Properties=species:S:1:pos:R:3:nbo_charge:R:1 method="wB97M-V/def2-TZVPD" e_tot_ev=-10032.52571 homo_lumo_gap_ev=9.4 e_homo_ha=-0.315 e_above_lowest_ev=3.057 largest_force_ev_per_a=4.82 spin_multiplicity=1
C -1.215 1.632 1.225 -0.6468
C -0.907 0.183 1.257 -0.2377
N 0.115 -0.187 0.127 -0.4951
C 1.363 -0.834 0.556 -0.2145
C 1.580 -1.649 1.901 -0.6274
C -0.674 -0.842 -0.924 -0.2044
C -0.035 -1.307 -2.199 -0.6499
H -0.388 2.342 1.184 0.2211
H -1.917 2.039 2.075 0.2125
H -1.822 2.075 0.445 0.2160
H -0.579 -0.076 2.287 0.2064
H -1.872 -0.327 1.052 0.1948
H 2.017 0.077 0.522 0.2013
H 1.662 -1.583 -0.311 0.1926
H 0.767 -2.293 2.091 0.2093
H 1.910 -1.083 2.681 0.2066
H 2.528 -2.225 1.611 0.2131
H -1.433 0.063 -1.298 0.1671
H -1.406 -1.622 -0.623 0.1722
H 0.717 -0.715 -2.595 0.2244
H -0.803 -0.926 -3.010 0.2282
H 0.252 -2.407 -2.173 0.2128
H 0.001 1.841 -0.965 0.4950
H -0.814 2.666 -2.070 0.4712
O -0.038 2.545 -1.585 -0.9690

---

# 2
27
Properties=species:S:1:pos:R:3:nbo_charge:R:1 method="wB97M-V/def2-TZVPD" e_tot_ev=-14127.59724 homo_lumo_gap_ev=9.7 e_homo_ha=-0.349 e_above_lowest_ev=4.003 largest_force_ev_per_a=3.81 spin_multiplicity=1
C -0.518 1.494 2.913 -0.6209
C -0.333 0.028 2.383 -0.4030
C 1.064 -0.304 1.849 -0.4323
C 1.084 -0.012 0.326 -0.1620
C 0.945 -0.822 -0.701 -0.0830
N 0.613 -0.329 -1.984 -0.4786
C 1.036 -0.805 -3.077 0.0044
H -1.661 1.746 3.264 0.2158
H 0.149 1.658 3.775 0.2105
H -0.383 2.280 2.129 0.2073
H -0.322 -0.615 3.329 0.2030
H -1.163 -0.382 1.745 0.2200
H 1.849 0.305 2.420 0.2199
H 1.180 -1.380 1.927 0.2132
H 1.161 1.140 0.172 0.1616
H 0.960 -1.909 -0.485 0.2036
H 1.855 -1.552 -3.315 0.1643
H 0.739 -0.282 -4.006 0.1690
H -2.873 -1.908 -1.617 0.4895
H -3.378 -2.403 -0.271 0.4613
O -2.961 -2.706 -1.024 -0.9533
H -1.534 0.004 -1.789 0.4847
H -2.309 0.979 -2.665 0.4766
O -2.431 0.244 -1.965 -0.9646
H 1.962 1.953 -1.725 0.4627
H 2.454 1.548 -0.385 0.4616
O 2.816 2.029 -1.223 -0.9313

---

# 3
27
Properties=species:S:1:pos:R:3:nbo_charge:R:1 method="wB97M-V/def2-TZVPD" e_tot_ev=-14128.17125 homo_lumo_gap_ev=10.4 e_homo_ha=-0.356 e_above_lowest_ev=3.429 largest_force_ev_per_a=4.19 spin_multiplicity=1
C -0.439 1.027 1.256 0.2270
C -0.146 0.991 -0.268 -0.2492
C -1.366 0.546 -1.082 -0.6480
C 0.249 2.420 -0.676 -0.6080
N -0.741 -0.267 1.844 -0.8730
O -1.443 1.981 1.585 -0.7187
H -2.246 1.761 1.096 0.4614
H 0.451 1.405 1.768 0.1771
H 0.336 -0.807 -0.002 0.1964
H -1.476 -0.753 1.339 0.3713
H -1.024 -0.141 2.809 0.3809
H -2.204 1.238 -0.971 0.1993
H -1.108 0.529 -2.140 0.2263
H -1.682 -0.462 -0.815 0.2222
H -0.525 3.137 -0.399 0.2129
H 1.166 2.730 -0.177 0.2086
H 0.390 2.486 -1.753 0.2054
C 0.844 -1.875 -0.024 0.2833
C 1.852 -1.689 -1.089 -0.6031
O 1.386 -2.123 1.235 -0.7421
O -0.261 -2.698 -0.331 -0.7413
H 0.783 -1.688 1.866 0.4987
H 0.031 -3.617 -0.253 0.4666
H 0.899 0.449 -0.838 0.2232
H 2.868 -1.793 -0.723 0.2305
H 1.705 -0.448 -1.312 0.1667
H 1.699 -2.339 -1.944 0.2258

---

# 4
28
Properties=species:S:1:pos:R:3:nbo_charge:R:1 method="wB97M-V/def2-TZVPD" e_tot_ev=-14778.54700 total_charge=+1 homo_lumo_gap_ev=8.4 e_homo_ha=-0.440 e_above_lowest_ev=1.847 largest_force_ev_per_a=2.67 spin_multiplicity=1
Rb -4.632 5.530 17.781 0.9937
C -8.661 6.320 20.212 -0.2472
O -7.373 6.127 20.778 -0.5832
C -7.248 6.504 22.194 -0.0738
C -5.781 6.952 22.489 -0.2498
N -5.204 7.793 21.404 -0.6142
C -5.874 9.070 21.271 -0.2543
C -5.006 9.925 20.360 -0.0665
O -5.068 9.484 18.943 -0.5648
C -4.169 10.083 18.072 -0.2357
H -9.471 5.913 20.817 0.1816
H -8.673 5.839 19.234 0.1842
H -8.835 7.383 20.043 0.1682
H -7.597 5.671 22.805 0.1960
H -7.913 7.366 22.255 0.1715
H -5.230 6.024 22.644 0.1996
H -5.658 7.490 23.429 0.1869
H -4.333 8.035 21.854 0.3402
H -5.964 9.537 22.252 0.1849
H -6.805 8.803 20.770 0.2107
H -3.975 9.840 20.703 0.1694
H -5.454 10.912 20.477 0.1905
H -4.300 11.134 17.817 0.1806
H -4.189 9.447 17.187 0.1708
H -3.194 10.060 18.559 0.1600
O -7.689 2.768 15.357 -0.9520
H -7.714 3.149 14.479 0.4726
H -7.938 1.853 15.230 0.4800

---

# 5
25
Properties=species:S:1:pos:R:3:lowdin_spin:R:1 method="wB97M-V/def2-TZVPD" e_tot_ev=-18821.48842 total_charge=-1 homo_lumo_gap_ev="3.0 / 7.6" e_homo_ha="0.025 / -0.146" e_above_lowest_ev=0.359 largest_force_ev_per_a=1.57 spin_multiplicity=2
C 0.352 -1.595 -2.062 0.0450
C 1.546 -2.173 -1.287 0.0121
C 1.195 -2.689 0.108 0.0082
S 0.745 -1.389 1.344 0.0954
H -0.453 -2.365 -2.200 0.0025
H 0.619 -1.219 -3.060 0.0184
H -0.117 -0.775 -1.478 0.0143
H 1.972 -3.022 -1.865 0.0007
H 2.332 -1.405 -1.229 0.0127
H 2.056 -3.263 0.506 0.0004
H 0.331 -3.378 -0.008 0.0009
C -0.892 1.511 0.373 0.0764
C -1.295 2.958 0.092 0.1661
C -2.823 3.133 0.126 0.0235
N 0.567 1.280 0.239 0.0940
H -1.193 1.195 1.392 0.0118
H -1.400 0.805 -0.374 0.0117
H -0.936 3.279 -0.890 0.0719
H -0.799 3.601 0.848 0.0604
H -3.294 2.518 -0.633 0.0055
H -3.231 2.853 1.117 0.0031
H -3.099 4.146 -0.066 0.0078
H 0.893 1.317 -0.748 0.1289
H 1.115 1.935 0.760 0.1186
H 0.818 0.168 0.651 0.0096

---

# 6
33
Properties=species:S:1:pos:R:3:nbo_charge:R:1 method="wB97M-V/def2-TZVPD" e_tot_ev=-47019.35376 total_charge=-1 homo_lumo_gap_ev=6.5 e_homo_ha=-0.142 largest_force_ev_per_a=2.11 spin_multiplicity=1
C -0.371 -4.331 -2.688 -0.4678
C -0.279 -2.981 -2.687 -0.2887
B -0.578 -2.053 -1.391 -0.7097
S -1.053 -3.242 0.047 -0.2549
B 0.859 -1.215 -0.965 0.9118
O 1.799 -0.895 -1.968 -0.9292
C 1.306 -0.776 0.500 -0.7898
C 2.005 0.600 0.450 -0.5952
P -2.061 -0.878 -1.850 1.6891
O -1.655 0.709 -1.881 -1.0050
O -3.230 -0.901 -0.725 -0.9757
S -2.900 -1.348 -3.571 -0.7432
H -0.951 -4.864 -3.440 0.1815
H 0.154 -4.945 -1.964 0.1881
H 0.007 -2.445 -3.591 0.1885
H -1.522 -2.432 1.004 0.1201
H 1.308 -0.591 -2.733 0.4767
H 1.988 -1.504 0.945 0.2240
H 0.413 -0.703 1.121 0.2155
H 2.290 0.918 1.451 0.1978
H 2.905 0.498 -0.151 0.2002
H 1.333 1.336 0.009 0.1825
H -0.767 0.826 -2.225 0.4949
H -3.784 -0.136 -0.927 0.4878
C -0.096 3.986 2.377 -0.6347
C 0.207 3.192 3.635 -0.0580
O 1.322 2.328 3.453 -0.7122
H -0.291 3.311 1.544 0.2255
H -0.964 4.632 2.519 0.2063
H 0.758 4.609 2.100 0.1925
H -0.637 2.557 3.897 0.1796
H 0.403 3.868 4.476 0.1442
H 2.084 2.870 3.228 0.4574

---

# 7
30
Properties=species:S:1:pos:R:3:mulliken_charge:R:1 method="wB97M-V/def2-TZVPD" e_tot_ev=-22864.89262 total_charge=+1 homo_lumo_gap_ev=8.4 e_homo_ha=-0.426 e_above_lowest_ev=0.010 largest_force_ev_per_a=2.46 spin_multiplicity=1
Cs 4.621 -1.318 1.116 1.0243
O 1.971 -0.134 0.666 -0.7316
P 0.542 -0.043 0.236 -0.1545
N -0.050 1.495 0.392 0.4268
C -0.858 2.210 -0.544 -1.1518
C 0.519 2.465 1.336 -1.0850
N -0.386 -0.935 1.192 0.3945
C -1.803 -0.743 1.388 -0.8968
C 0.110 -2.143 1.741 -1.0138
N 0.386 -0.501 -1.280 0.5147
C 1.006 0.198 -2.383 -1.1684
C -0.437 -1.553 -1.807 -1.0666
H -1.709 2.631 -0.021 0.3917
H -1.278 1.591 -1.385 0.3065
H -0.293 2.977 -1.058 0.3770
H 1.021 1.982 2.121 0.2951
H -0.279 3.128 1.684 0.3348
H 1.158 3.106 0.756 0.3581
H -2.312 -1.387 0.665 0.2948
H -1.991 -1.132 2.364 0.3709
H -2.142 0.270 1.130 0.2255
H -0.562 -2.988 1.488 0.3714
H 1.132 -2.431 1.486 0.2091
H -0.068 -2.033 2.822 0.3161
H 1.536 1.092 -2.125 0.3090
H 1.694 -0.489 -2.927 0.3212
H 0.170 0.396 -3.025 0.4341
H -1.105 -1.260 -2.618 0.2986
H -0.883 -2.226 -1.112 0.2880
H 0.289 -2.225 -2.300 0.4062

---

# 8
47
Properties=species:S:1:pos:R:3:lowdin_spin:R:1 method="wB97M-V/def2-TZVPD" e_tot_ev=-143547.72393 total_charge=+2 homo_lumo_gap_ev="3.9 / 7.8" e_homo_ha="-0.346 / -0.499" largest_force_ev_per_a=7.94 spin_multiplicity=2
K -9.125 -14.950 7.161 0.0094
K -15.353 -18.607 10.738 0.1046
K -12.579 -20.304 9.108 0.0997
K -14.157 -13.664 11.796 0.0198
N -13.137 -17.745 9.215 0.1335
S -12.172 -16.977 10.438 0.1987
O -12.669 -15.710 10.908 0.0813
O -10.712 -17.137 10.396 0.0719
F -12.673 -17.981 11.635 0.0179
S -12.779 -16.660 8.199 0.1172
O -11.451 -16.536 7.726 0.0731
O -13.672 -15.468 8.346 0.0489
F -13.604 -17.271 6.918 0.0113
C -15.467 -15.844 4.754 0.0004
O -14.112 -16.063 4.302 0.0006
P -13.464 -15.182 3.142 0.0001
O -13.015 -13.816 3.633 0.0002
O -12.324 -16.183 2.535 0.0001
C -12.631 -17.537 2.068 0.0000
O -14.597 -15.214 1.969 0.0000
C -14.390 -14.837 0.609 0.0000
H -15.609 -14.810 5.070 0.0001
H -15.685 -16.550 5.555 0.0002
H -16.228 -16.035 3.998 0.0000
H -11.955 -18.286 2.480 0.0000
H -12.458 -17.475 0.994 0.0000
H -13.682 -17.749 2.265 0.0000
H -13.429 -14.348 0.449 0.0000
H -15.217 -14.174 0.359 0.0000
H -14.439 -15.742 0.003 0.0000
C -10.272 -18.726 14.110 0.0008
O -11.622 -18.452 14.256 0.0004
P -12.123 -17.109 14.956 0.0002
O -12.149 -17.123 16.445 0.0001
O -11.304 -16.018 14.237 0.0015
C -11.431 -14.597 14.587 0.0008
O -13.569 -16.916 14.251 0.0029
C -14.623 -17.737 14.757 0.0014
H -10.375 -19.738 13.719 0.0001
H -9.759 -18.665 15.070 0.0001
H -9.760 -17.976 13.506 0.0006
H -10.625 -14.147 15.166 0.0000
H -12.328 -14.240 15.094 0.0001
H -11.419 -14.010 13.668 0.0006
H -14.794 -18.647 14.182 0.0012
H -15.586 -17.247 14.901 0.0001
H -14.389 -18.172 15.729 0.0000

---

# 9
44
Properties=species:S:1:pos:R:3:nbo_charge:R:1 method="wB97M-V/def2-TZVPD" e_tot_ev=-94587.37510 homo_lumo_gap_ev=9.4 e_homo_ha=-0.350 e_above_lowest_ev=0.000 largest_force_ev_per_a=4.69 spin_multiplicity=1
K 2.495 -3.154 11.178 0.9775
N 1.539 -5.724 10.472 -1.1634
S 1.408 -6.204 8.981 2.4282
O 0.343 -7.078 8.579 -0.8803
O 2.656 -6.367 8.269 -0.9268
F 0.974 -4.705 8.455 -0.5425
S 2.446 -7.026 11.108 2.4058
O 3.869 -6.953 11.001 -0.9018
O 1.812 -8.318 11.119 -0.8759
F 2.230 -6.541 12.636 -0.5312
C 3.877 -2.434 16.536 -0.2567
O 3.106 -2.512 15.344 -0.8114
P 1.872 -3.490 15.227 2.5907
O 1.314 -3.485 13.867 -1.1325
O 0.840 -3.036 16.358 -0.8065
C -0.464 -3.595 16.324 -0.2630
O 2.388 -4.878 15.847 -0.8229
C 3.396 -5.691 15.250 -0.2631
H 4.798 -3.020 16.534 0.1878
H 3.311 -2.746 17.416 0.1961
H 4.155 -1.389 16.682 0.1972
H -1.170 -2.901 16.785 0.1937
H -0.552 -4.470 16.973 0.1883
H -0.810 -3.818 15.318 0.2078
H 4.134 -5.883 16.019 0.1916
H 3.761 -5.294 14.296 0.1904
H 2.967 -6.611 14.844 0.2168
C 5.681 -1.679 8.363 -0.2539
O 5.738 -0.373 8.975 -0.8190
P 4.847 -0.017 10.244 2.6006
O 3.684 -0.871 10.500 -1.1608
O 5.838 0.135 11.475 -0.8004
C 6.907 1.072 11.411 -0.2586
O 4.437 1.510 9.966 -0.8156
C 3.298 1.740 9.136 -0.2500
H 5.888 -1.517 7.306 0.2032
H 4.751 -2.224 8.488 0.2025
H 6.543 -2.232 8.743 0.1920
H 6.795 1.803 12.217 0.1952
H 7.009 1.642 10.488 0.2008
H 7.831 0.522 11.614 0.1933
H 2.376 1.806 9.709 0.1960
H 3.181 0.917 8.425 0.1821
H 3.465 2.624 8.527 0.1986